Here is a structure of composition C17H14BrCuNO3S at a distorted geometry from the Open Molecules 2025 dataset. Energies are from ωB97M-V with the def2-TZVPD basis set.

Last column: Mulliken charge in e.
Geometry (Å):
C -2.3020 -0.3617 -1.2959  -1.24
C -2.3702 -0.8837 0.0377  -0.34
C -2.4033 0.2233 0.9435  -0.48
H -2.4538 -1.9317 0.3077  0.39
C -2.3818 1.4235 0.1743  -0.34
C -2.3069 1.0749 -1.1993  -0.34
H -2.3035 1.7610 -2.0407  0.49
H -2.2877 -0.9488 -2.2076  0.57
H -2.5350 0.1494 2.0184  0.56
H -2.4860 2.4264 0.5760  0.42
Cu -0.3624 0.0101 -0.4670  -0.90
Br 0.7056 -0.0996 -2.4448  0.04
C 2.1542 1.1521 -5.0895  -0.51
C 1.0606 1.9439 -5.5427  -0.48
C 0.0636 1.0637 -6.0687  -0.55
H 0.9992 3.0284 -5.5011  0.35
C 0.5434 -0.2730 -5.9389  -0.44
C 1.8369 -0.2237 -5.3357  -0.65
H 2.4627 -1.0775 -5.0908  0.38
H 3.0618 1.5191 -4.6175  0.33
H -0.8873 1.3625 -6.5025  0.36
H 0.0183 -1.1767 -6.2377  0.33
O 0.0116 -2.4684 1.2841  -0.64
C 0.3398 -1.4267 1.8669  0.91
N 0.3574 -0.1682 1.3034  0.16
S 0.5776 1.1274 2.3229  1.16
O 1.7693 1.8556 1.9902  -0.65
O -0.6574 1.8496 2.5035  -0.58
C 0.8391 0.0281 3.6855  0.30
C 1.0759 0.3846 5.0103  -0.70
C 1.1695 -0.6502 5.9544  -0.35
C 1.0099 -1.9977 5.5789  -0.46
C 0.7596 -2.3234 4.2436  -0.47
C 0.7047 -1.2919 3.2987  -0.14
H 1.1832 1.4401 5.2558  0.40
H 1.3600 -0.3926 6.9976  0.34
H 1.0739 -2.7866 6.3371  0.35
H 0.5996 -3.3417 3.8897  0.45

## Properties
* multiplicity: 2
* E_HOMO (alpha / beta): 0.12 / 0.15 eV
* total charge: -2
* gap between HOMO and LUMO (alpha / beta): 3.98 / 3.96 eV
* ΔE to the lowest compared entry with this formula, charge and spin: 0.0 kcal/mol


Here is a cluster of 11 separate species, C60H140N8O11 in total at a distorted geometry from the Open Molecules 2025 dataset. Energies are from ωB97M-V with the def2-TZVPD basis set.

Last column: Mulliken charge in e.
Geometry (Å):
C -1.2991 -2.0644 2.8542  -1.37
C 0.1886 -1.4747 2.9379  1.82
C 1.1273 -2.5262 2.3116  -2.10
C 1.2241 -2.5872 0.7937  -1.14
C 1.5942 -1.2059 0.1861  -1.11
C 0.7002 0.0144 0.7365  2.04
N 0.4596 -0.1771 2.1842  0.15
O -0.1734 0.8900 2.7345  1.94
C 1.4596 1.3544 0.3114  -1.86
C -0.6960 -0.1241 0.0287  -2.02
C 0.6369 -1.3087 4.4369  -1.88
H -1.9716 -1.3802 2.3370  0.03
H -1.8216 -2.0857 3.8106  0.43
H -1.2745 -3.0433 2.3754  0.26
H 2.1503 -2.3722 2.6549  0.38
H 0.8104 -3.5148 2.6439  0.71
H 0.1918 -2.8762 0.5966  0.15
H 1.8181 -3.4263 0.4316  0.36
H 1.7073 -1.2181 -0.8980  0.80
H 2.5816 -0.9959 0.5972  0.18
H 2.3733 1.3304 0.9053  0.46
H 1.6686 1.5027 -0.7480  0.34
H 0.8974 2.2188 0.6647  -0.11
H -1.3485 0.7293 0.2134  0.54
H -0.5465 -0.2388 -1.0449  0.41
H -1.1971 -1.0873 0.1256  0.10
H -0.0999 -0.6740 4.9293  0.11
H 1.6286 -0.8577 4.4731  0.30
H 0.7287 -2.3258 4.8177  0.52
H 0.5584 1.5080 2.6700  -0.31
C -0.0971 4.6152 -4.9614  -1.83
C -0.5002 4.0352 -3.6302  2.30
C -1.6975 4.7622 -3.0087  -1.57
C -3.1107 4.6464 -3.6133  -0.76
C -3.3721 3.1667 -3.6849  -1.22
C -2.2441 2.3073 -4.3797  2.05
N -0.9742 2.6119 -3.6999  0.33
O 0.0698 1.8598 -4.1391  -0.21
C -2.5629 0.8246 -4.0994  -2.29
C -2.2596 2.4300 -5.9655  -1.67
C 0.6016 4.0923 -2.4875  -1.50
H -0.9967 4.8549 -5.5282  0.40
H 0.4092 3.8386 -5.5346  0.26
H 0.4566 5.5530 -4.9171  0.42
H -1.9047 4.7031 -1.9402  0.38
H -1.4722 5.8252 -3.0956  0.40
H -3.0651 5.1179 -4.5950  0.34
H -3.9299 5.0295 -3.0049  0.39
H -4.2790 2.9963 -4.2651  0.43
H -3.4508 2.8396 -2.6481  0.34
H -1.8695 0.2144 -4.6782  0.48
H -2.3634 0.6439 -3.0432  -0.11
H -3.5809 0.5367 -4.3620  0.64
H -1.3808 1.9948 -6.4412  0.40
H -2.9968 1.8151 -6.4819  0.43
H -2.4258 3.4064 -6.4207  0.34
H 1.4792 3.4911 -2.7252  -0.52
H 0.3060 3.4522 -1.6562  0.58
H 0.9602 5.0615 -2.1409  0.54
H 0.1390 1.1565 -3.4893  0.29
C -5.1828 -0.0203 3.0402  -1.82
C -4.7436 1.0208 4.0529  2.88
C -3.5333 1.8277 3.4017  -0.87
C -4.0206 2.6571 2.1610  -0.50
C -4.9373 3.7604 2.8165  -1.64
C -6.1094 3.0780 3.6934  1.75
N -5.7445 1.9799 4.6024  0.36
O -6.8008 1.4376 5.4101  -0.46
C -6.6028 4.3244 4.3963  -2.02
C -7.1841 2.5755 2.7084  -1.90
C -4.1853 0.3015 5.3039  -2.11
H -5.8460 0.2965 2.2353  0.23
H -5.8158 -0.7669 3.5198  0.53
H -4.4051 -0.5600 2.4999  -0.02
H -3.1806 2.5290 4.1579  0.50
H -2.6014 1.2846 3.2446  -0.48
H -4.5816 2.0969 1.4129  0.25
H -3.1074 3.0910 1.7537  0.35
H -5.2872 4.5050 2.1015  0.51
H -4.3147 4.4076 3.4343  0.52
H -6.7347 5.1873 3.7436  0.39
H -7.5168 4.0548 4.9255  0.42
H -5.8721 4.7151 5.1046  0.47
H -7.7516 1.7594 3.1557  0.43
H -7.8475 3.3960 2.4350  0.43
H -6.9034 2.1796 1.7324  0.28
H -4.8015 -0.4997 5.7118  0.46
H -3.8259 1.1065 5.9448  0.63
H -3.1652 -0.0079 5.0765  0.07
H -6.3580 1.5266 6.2573  0.35
C 4.1794 2.0820 -3.0457  -0.42
C 4.2727 2.4273 -4.5568  2.18
C 3.8033 3.8402 -4.8870  -0.41
C 4.8461 4.9298 -4.5344  -1.18
C 6.1482 4.6674 -5.2298  -1.15
C 6.7108 3.2512 -5.1809  2.03
N 5.6584 2.2566 -5.1573  -0.16
O 6.1412 0.9574 -5.2043  -0.30
C 7.6145 3.1174 -6.3903  -2.16
C 7.4594 3.0831 -3.8626  -1.97
C 3.2978 1.5354 -5.2974  -1.97
H 3.2596 2.4793 -2.6165  -0.56
H 5.0807 2.4028 -2.5234  0.16
H 4.0372 1.0079 -2.9263  0.24
H 3.5936 4.0193 -5.9415  0.63
H 2.9132 4.1241 -4.3255  -0.48
H 4.9545 5.0587 -3.4575  0.38
H 4.5130 5.9083 -4.8803  0.45
H 6.8537 5.3295 -4.7277  0.42
H 5.9810 4.9817 -6.2600  0.38
H 6.9917 2.9881 -7.2754  0.49
H 8.1559 4.0234 -6.6627  0.38
H 8.3525 2.3191 -6.4689  0.35
H 7.8876 2.0874 -3.7466  0.40
H 8.2112 3.8722 -3.8746  0.55
H 6.9674 3.3039 -2.9154  0.30
H 3.6510 0.5160 -5.4527  0.01
H 3.1620 1.9084 -6.3126  0.56
H 2.3985 1.5815 -4.6832  0.37
H 6.4454 0.8207 -4.3041  0.29
C -6.1601 -1.5949 -0.4523  -2.24
C -5.4754 -2.2674 -1.5733  2.09
C -5.6449 -3.8297 -1.4555  -1.23
C -5.3044 -4.6051 -2.7094  -0.81
C -6.1741 -4.1242 -3.9595  -1.30
C -6.0718 -2.5850 -4.2393  1.53
N -6.0973 -1.8567 -2.8760  0.07
O -5.8903 -0.5047 -3.1062  -0.35
C -4.7343 -2.2865 -4.9908  -1.47
C -7.3139 -2.2322 -5.0656  -1.85
C -3.8909 -2.0646 -1.5889  -1.93
H -7.2465 -1.6777 -0.4829  0.53
H -5.9628 -0.5241 -0.5037  0.52
H -5.7714 -2.0637 0.4517  0.33
H -4.9639 -4.1505 -0.6672  0.45
H -6.6915 -4.1279 -1.3931  0.35
H -5.4538 -5.6638 -2.4973  0.46
H -4.2323 -4.6327 -2.9042  0.37
H -7.1891 -4.3682 -3.6459  0.38
H -5.9510 -4.7984 -4.7864  0.47
H -4.4254 -3.0580 -5.6961  0.33
H -4.8249 -1.4074 -5.6288  0.34
H -3.9103 -2.1670 -4.2873  0.33
H -7.1918 -1.2794 -5.5806  0.36
H -7.3902 -2.9548 -5.8781  0.39
H -8.2581 -2.3200 -4.5280  0.43
H -3.3392 -2.7758 -2.2037  0.40
H -3.6429 -2.4825 -0.6132  0.50
H -3.6361 -1.0260 -1.7995  0.23
H -6.7414 -0.1757 -2.8079  0.32
C 0.5856 3.9989 2.7642  -0.76
O 1.3183 3.1244 3.6046  -0.65
H -0.3181 3.5082 2.4026  0.10
H 0.3792 5.0246 3.0699  0.39
H 1.1716 4.0716 1.8480  0.26
H 1.0412 3.1088 4.5236  0.29
C 0.0097 2.4505 6.6021  -0.16
O 1.3355 2.9810 6.5457  -0.59
H -0.4384 2.8305 7.5202  0.34
H -0.5433 2.6113 5.6767  -0.08
H 0.1496 1.3698 6.5778  0.18
H 1.8605 2.1804 6.4755  0.33
C 4.5887 1.3605 4.0631  -0.73
O 3.2188 1.3024 4.3919  -0.32
H 4.8045 1.5906 3.0197  0.23
H 5.0797 2.0888 4.7086  0.27
H 5.0559 0.4768 4.4976  0.29
H 2.7469 1.8082 3.7262  0.30
C 4.4922 -2.6790 -4.7593  -1.37
C 5.9654 -2.4600 -4.3185  0.83
C 6.1919 -2.1694 -2.7387  -0.76
O 5.6050 -0.9468 -2.4697  0.01
C 5.7184 -0.5393 -1.1584  -0.69
N 6.7463 -3.5732 -4.7652  -0.74
H 4.1865 -2.9703 -5.7641  0.41
H 4.0257 -1.7212 -4.5289  0.06
H 4.2307 -3.5517 -4.1609  0.42
H 6.3560 -1.6057 -4.8713  0.12
H 7.2132 -2.2000 -2.3591  0.47
H 5.6612 -2.9857 -2.2488  0.16
H 4.7714 -0.6070 -0.6230  0.10
H 5.8564 0.5414 -1.1257  0.20
H 6.6485 -0.8083 -0.6576  0.43
H 7.7454 -3.4291 -4.7314  0.24
H 6.5943 -3.9127 -5.7043  0.25
C 6.8926 -6.0051 1.8679  -1.42
C 5.8849 -5.9423 0.7154  0.20
C 4.4682 -5.4375 0.9898  -0.51
O 3.9606 -6.1804 2.0858  -0.37
C 2.6918 -5.8475 2.4869  -0.77
N 6.4306 -5.1127 -0.3161  -0.47
H 6.4342 -6.6418 2.6246  0.33
H 6.9287 -5.0870 2.4542  0.33
H 7.8479 -6.4447 1.5809  0.41
H 5.7866 -6.9228 0.2496  0.30
H 3.7124 -5.3403 0.2104  0.42
H 4.5334 -4.4569 1.4613  0.23
H 2.5617 -4.9587 3.1042  0.25
H 2.4805 -6.7514 3.0582  0.41
H 1.9591 -5.8669 1.6801  0.33
H 7.3329 -5.3683 -0.6910  0.24
H 6.4814 -4.1718 0.0476  0.19
C -1.3814 -5.1562 7.3535  -1.36
C -0.3393 -4.3352 8.1657  0.34
C -0.6913 -2.8369 8.1408  -0.24
O -2.0901 -2.6835 8.3822  -0.38
C -2.3686 -1.3090 8.5680  -0.47
N -0.1831 -4.7948 9.4537  -0.78
H -1.1835 -5.0985 6.2832  0.26
H -2.4225 -4.9752 7.6210  0.28
H -1.1824 -6.1373 7.7847  0.44
H 0.6740 -4.4899 7.7949  0.42
H -0.3861 -2.3659 7.2064  0.01
H -0.1313 -2.2875 8.8975  0.41
H -2.1412 -0.9430 7.5668  0.01
H -1.7867 -0.7851 9.3263  0.33
H -3.4352 -1.0957 8.6374  0.28
H -0.9781 -4.4237 9.9541  0.27
H 0.6202 -4.4018 9.9230  0.25

## Properties
* multiplicity: 1
* E_HOMO: -7.68 eV
* SMILES: CC1(C)CCCC(C)(C)N1O.CC1(C)CCCC(C)(C)N1O.CC1(C)CCCC(C)(C)N1O.CC1(C)CCCC(C)(C)N1O.CC1(C)CCCC(C)(C)N1O.COC[C@H](C)N.COC[C@H](C)N.COC[C@H](C)N.CO.CO.CO
* gap between HOMO and LUMO: 8.07 eV


Here is an isolated molecule of C4H14N4O at a distorted geometry from the Open Molecules 2025 dataset. Energies are from ωB97M-V with the def2-TZVPD basis set.

Last column: Mulliken charge in e.
Geometry (Å):
C 0.6130 0.3516 -1.4028  -0.36
C -1.3415 1.3038 0.4549  -0.40
C -0.4143 -1.9106 0.8266  -0.85
C 1.6940 -1.0348 1.6285  -0.91
N -1.1486 2.2675 -0.4814  -0.61
N 0.3138 -0.7377 1.2738  -0.15
N 0.1775 0.3511 0.3495  -0.17
N -1.9709 2.1673 -1.6009  -0.48
O 1.8307 -0.2825 -1.5689  -0.53
H 1.7612 -1.2085 -1.3079  0.35
H 0.8117 1.0826 0.6676  0.44
H -1.7976 2.9723 -2.1894  0.25
H -1.8257 1.3260 -2.1765  0.16
H -0.2442 -0.1773 -1.8208  0.29
H 0.7166 1.3516 -1.7989  0.39
H -1.3801 1.6527 1.4881  0.33
H -2.1175 0.5598 0.2550  0.44
H -1.4283 -1.6284 0.5508  0.27
H 2.2612 -1.5497 0.8372  0.29
H 0.0559 -2.4142 -0.0342  0.27
H -0.4718 -2.6167 1.6553  0.34
H 2.2180 -0.1212 1.9072  0.32
H 1.6868 -1.7047 2.4872  0.31

## Properties
* multiplicity: 1
* E_HOMO: -6.06 eV
* gap between HOMO and LUMO: 6.48 eV
* ΔE to the lowest compared entry with this formula, charge and spin: 133.6 kcal/mol